Arrangement A

2 unconnected molecules or ions with the total composition C2H3NO2S2. Source: OMol25; level of theory: ωB97M-V with the def2-TZVPD basis set.

Structure (ORCA input):
```
! wB97M-V def2-TZVPD RIJCOSX def2/J DEFGRID3
* xyz 0 1
S 0.122 1.914 -0.068
O -2.154 -1.521 -0.076
C 1.026 -0.814 -0.126
H -1.233 1.962 -0.220
C 0.301 0.259 -0.020
S 2.873 -0.702 -0.167
H 2.906 0.417 0.576
H 0.737 -1.758 -0.348
N -1.915 -0.362 0.131
O -2.662 0.607 0.319
*
```

Its frontier orbital gap (spin up / spin down) is 7.47 / 7.47 eV. The value obtained for the LUMO energy (spin up / spin down) is -1.59 / -1.58 eV. The HOMO energy (spin up / spin down) is -0.3328 / -0.3327 Eh.

Arrangement B

C2H3NO2S2 in the gas phase. Source: OMol25; level of theory: ωB97M-V with the def2-TZVPD basis set.

Structure (ORCA input):
```
! wB97M-V def2-TZVPD RIJCOSX def2/J DEFGRID3
* xyz 0 1
O 0.772 0.290 -1.648
C 0.092 -1.622 0.044
S -0.182 -0.065 -0.665
N 0.144 0.931 0.778
C 0.313 2.114 0.860
S 0.412 3.696 0.932
H -0.184 -2.356 -0.643
H -0.762 -1.390 0.735
H 0.944 -1.664 0.696
O -1.551 0.067 -1.091
*
```

Its frontier orbital gap is 9.64 eV. The value obtained for the LUMO energy is -0.34 eV. The HOMO energy is -0.3668 Eh. Its SMILES is CS(=O)(=O)N=C=S.

Arrangement C

C2H3NO2S2 in the gas phase. Source: OMol25; level of theory: ωB97M-V with the def2-TZVPD basis set.

Structure (ORCA input):
```
! wB97M-V def2-TZVPD RIJCOSX def2/J DEFGRID3
* xyz 0 1
S -2.206 1.112 2.431
H 0.046 0.296 2.914
O -0.965 -0.897 1.490
C -1.337 1.730 1.182
S -1.552 -0.950 -0.117
H 0.096 0.529 -0.564
H 0.618 -1.064 -0.840
O -1.641 -2.370 -0.415
C -0.717 0.257 2.129
N -0.132 -0.433 -0.907
*
```

Its frontier orbital gap is 8.44 eV. The value obtained for the LUMO energy is -0.83 eV. The HOMO energy is -0.3406 Eh.

In terms of stability, arrangement B leads; the second structure lies 3.606 eV higher.

Arrangement A

A gas-phase ion, C6H10NO (charge +1). Source: OMol25; level of theory: ωB97M-V with the def2-TZVPD basis set.

Structure (ORCA input):
```
! wB97M-V def2-TZVPD RIJCOSX def2/J DEFGRID3
* xyz 1 1
C -1.050 2.148 -2.418
H 0.765 -2.285 1.938
H 0.675 0.659 2.850
H 2.128 -0.316 0.140
C 1.351 -1.068 0.250
C 0.202 0.387 -1.382
C 0.110 -0.576 -0.481
H 1.141 0.872 -1.578
H 1.604 -2.012 -0.231
H -0.796 -1.063 -0.140
H 2.086 -1.218 2.233
C 1.099 -1.264 1.769
N -0.931 0.941 -2.037
O -0.985 -0.178 2.119
H -0.176 2.804 -2.466
C 0.210 -0.178 2.290
H -2.003 2.541 -2.724
H -1.805 0.412 -2.072
*
```

Its frontier orbital gap is 7.98 eV. The value obtained for the LUMO energy is -5.25 eV. The HOMO energy is -0.4862 Eh. Its SMILES is C=[NH+]/C=C/CCC=O.

Arrangement B

A molecular structure, C6H10NO. Source: OMol25; level of theory: ωB97M-V with the def2-TZVPD basis set.

Structure (ORCA input):
```
! wB97M-V def2-TZVPD RIJCOSX def2/J DEFGRID3
* xyz 1 1
H 0.036 1.086 -1.952
O 2.090 -1.051 0.432
H -0.901 -1.247 2.517
H 3.536 0.390 0.241
H -3.100 -0.099 -0.737
C 1.665 1.160 -0.472
H 1.591 -0.259 0.940
H -2.223 -1.417 1.285
C 0.354 0.644 -1.002
H -2.085 0.869 -1.903
H -0.508 -1.833 0.855
N -0.843 0.201 1.079
C -2.119 0.230 -1.017
C -1.027 0.446 -0.199
C -1.137 -1.172 1.454
C 2.469 0.238 0.089
H 0.509 -0.410 -1.301
H 1.693 2.223 -0.308
*
```

Its frontier orbital gap is 5.46 eV. The value obtained for the LUMO energy is -8.16 eV. The HOMO energy is -0.5007 Eh.

In terms of stability, arrangement A leads; the second structure lies 5.978 eV higher.